Entry 1:
# C4H4O2

C4H4O2 in the gas phase (ωB97M-V/def2-TZVPD, the Open Molecules 2025 dataset).

Output
**Electronic energy**: -8303.21973 eV
**ΔE to the lowest compared entry with this formula, charge and spin**: 88.96 kcal per mole
**Orbital gap**: 10.05 eV

```
10
C4H4O2 | the Open Molecules 2025 dataset | ωB97M-V/def2-TZVPD
O 0.9341 -1.8482 0.7089
C 1.5295 -0.8622 0.3444
O 0.9688 0.3441 0.0963
C -0.4662 0.3096 0.3370
C -0.7162 1.7751 -1.4354
C -1.2519 0.7042 -0.8941
H 2.6221 -0.8029 0.1605
H -0.8381 -0.6865 0.5297
H -0.6119 0.9335 1.2190
H -2.1701 0.1333 -1.0662
```

Want to see where the charge sits? The Mulliken charges in e are: number 1, O, carries -0.501; number 2, C, carries 0.207; number 3, O, carries -0.244; number 4, C, carries -0.281; number 5, C, carries -0.342; number 6, C, carries -0.148; number 7, H, carries 0.339; number 8, H, carries 0.289; number 9, H, carries 0.340; number 10, H, carries 0.342


Entry 2:
# C4H4O2

C4H4O2 in the gas phase (ωB97M-V/def2-TZVPD, the Open Molecules 2025 dataset).

Output
**Electronic energy**: -8305.26207 eV
**ΔE to the lowest compared entry with this formula, charge and spin**: 41.86 kcal per mole
**Orbital gap**: 10.66 eV
**SMILES string**: C#CC(=O)CO

```
10
C4H4O2 | the Open Molecules 2025 dataset | ωB97M-V/def2-TZVPD
C -1.0420 -1.0893 -2.1296
C -0.7303 -0.5565 -1.0946
C -0.4748 0.0692 0.1963
O -1.3930 0.3862 0.9258
C 0.9566 0.3594 0.6110
O 1.0119 0.7112 1.9585
H -1.3631 -1.5575 -3.0362
H 1.5908 -0.5171 0.4276
H 1.3228 1.1694 -0.0463
H 0.1211 1.0251 2.1875
```

Want to see where the charge sits? The Mulliken charges in e are: number 1, C, carries 0.244; number 2, C, carries -0.449; number 3, C, carries 0.391; number 4, O, carries -0.528; number 5, C, carries -0.465; number 6, O, carries -0.510; number 7, H, carries 0.403; number 8, H, carries 0.300; number 9, H, carries 0.244; number 10, H, carries 0.369


Entry 3:
# C4H4O2

A molecular structure, C4H4O2 (ωB97M-V/def2-TZVPD, the Open Molecules 2025 dataset).

Output
**Electronic energy**: -8305.47859 eV
**ΔE to the lowest compared entry with this formula, charge and spin**: 36.87 kcal per mole
**Orbital gap**: 9.68 eV

```
10
C4H4O2 | the Open Molecules 2025 dataset | ωB97M-V/def2-TZVPD
C 0.7419 -0.8924 0.0398
C -0.0313 0.2909 0.0616
C 1.9114 -0.1832 0.0540
C -1.4726 0.4469 -0.0392
O 3.0543 -0.1809 -0.0360
O 0.9479 1.1681 0.2370
H 0.4214 -1.9559 0.0796
H -2.0119 1.1702 0.5899
H -1.9753 -0.4105 0.0977
H -1.5857 0.5469 -1.0844
```

Want to see where the charge sits? The Mulliken charges in e are: number 1, C, carries -0.672; number 2, C, carries 0.874; number 3, C, carries 0.551; number 4, C, carries -1.190; number 5, O, carries -0.405; number 6, O, carries -0.467; number 7, H, carries 0.281; number 8, H, carries 0.311; number 9, H, carries 0.402; number 10, H, carries 0.313


Results for LUMO level: -0.562, -0.026, 0.606 (in eV, following the order of the records).